Entry 1:
Here is a molecular structure, C21H53BaN4O10 at a distorted geometry from OMol25. Energies are from ωB97M-V/def2-TZVPD.

Geometry as ORCA input:
```
! wB97M-V def2-TZVPD RIJCOSX def2/J DEFGRID3
* xyz 1 1
Ba -2.47072 3.64573 1.57521
N -0.18841 2.10034 -1.05512
O -0.15552 2.44246 -2.23915
O -0.45647 2.96640 -0.15572
O 0.01532 0.92842 -0.71978
C -2.64744 6.81603 5.50722
C -2.51442 6.24092 4.09312
C -1.08513 6.11910 3.73142
O -0.81644 5.29448 2.59087
C 0.58980 5.38459 2.27993
N -3.00679 4.83343 4.20681
H -1.98091 7.68692 5.58143
H -2.29528 6.19140 6.32630
H -3.65272 7.19913 5.67064
H -3.02546 6.83775 3.33419
H -0.55461 5.73514 4.61176
H -0.73809 7.15025 3.59786
H 0.77066 4.65448 1.48957
H 1.19501 5.07858 3.13283
H 0.79893 6.39489 1.93577
H -4.00102 4.87685 4.42871
H -2.57446 4.48541 5.05723
C 2.46635 -3.69292 3.57260
C 2.11771 -2.20672 3.43475
C 2.95091 -1.41553 2.39638
O 2.46927 -0.08557 2.38072
C 3.06336 0.65609 1.32790
N 0.69417 -2.14412 2.97111
H 3.25117 -3.89195 4.30486
H 2.79062 -4.00149 2.57786
H 1.61580 -4.25154 3.95604
H 2.16893 -1.68560 4.39234
H 2.83652 -1.85720 1.39917
H 4.01980 -1.50503 2.63994
H 2.74919 1.67994 1.55947
H 2.68660 0.45073 0.32294
H 4.14839 0.60608 1.44199
H 0.58165 -1.16981 2.67262
H 0.64939 -2.48644 2.00324
C -2.48908 -1.67057 -3.78698
C -2.27243 -0.62435 -2.71297
O -3.33669 -0.64287 -1.74692
O -3.09226 -1.21577 -4.99616
H -3.03236 -2.54829 -3.43332
H -1.49580 -2.01837 -4.08349
H -2.22562 0.37101 -3.16595
H -1.33467 -0.80589 -2.19463
H -4.13182 -0.26687 -2.13336
H -4.04490 -1.33131 -4.98547
C 0.05788 3.50551 -5.59554
C -0.30600 4.82930 -4.90756
O -1.30640 4.72175 -3.89436
O 1.04804 2.80867 -4.85369
H 0.49354 3.62365 -6.58970
H -0.82973 2.86719 -5.70293
H -0.67775 5.50624 -5.67521
H 0.63885 5.20035 -4.50586
H -0.88745 4.37045 -3.09544
H 0.67159 2.71654 -3.97401
C -1.51593 -2.97886 0.59166
C -0.37805 -3.86237 0.05350
C -1.08073 -4.87172 -0.89060
C -0.06534 -5.55827 -1.82095
C 0.76273 -4.51585 -2.54628
C 1.49688 -3.50285 -1.63599
N 0.47701 -2.97634 -0.74328
O 0.96402 -1.88580 0.00692
C 2.77450 -4.12197 -1.00569
C 1.91066 -2.36598 -2.60389
C 0.36421 -4.58955 1.20152
H -1.18632 -2.14038 1.20545
H -2.13403 -3.61055 1.23755
H -2.16495 -2.60807 -0.19941
H -1.62355 -5.54716 -0.22863
H -1.76199 -4.41526 -1.60982
H -0.72143 -6.12940 -2.48475
H 0.62944 -6.27503 -1.37551
H 0.20773 -3.98020 -3.31304
H 1.50404 -5.13966 -3.05905
H 2.49563 -5.01358 -0.44852
H 3.42683 -4.36441 -1.84583
H 3.35004 -3.41693 -0.40662
H 1.11999 -2.11734 -3.31329
H 2.16482 -1.44799 -2.07539
H 2.75456 -2.68541 -3.21752
H 0.56368 -5.66092 1.13298
H -0.20664 -4.42901 2.11856
H 1.35094 -4.15833 1.38080
H 0.60867 -1.08881 -0.40646
*
```

Output
Gap between HOMO and LUMO: 5.018 eV
E_HOMO: -9.593 eV

Entry 2:
Here is a molecular structure, C21H53N3NaO7 at a distorted geometry from OMol25. Energies are from ωB97M-V/def2-TZVPD.

Geometry as ORCA input:
```
! wB97M-V def2-TZVPD RIJCOSX def2/J DEFGRID3
* xyz 1 1
Na 0.69147 0.33884 1.00204
C -1.14231 0.79639 3.64861
O -0.21502 1.26105 2.79957
C -0.29347 2.66023 2.61804
C -0.06972 2.90538 1.10829
N 1.26459 2.71796 0.72125
C 1.51622 3.10717 -0.64703
C 3.01652 3.28007 -0.91137
O 3.38765 4.54847 -0.54088
C 3.39044 5.35948 -1.62473
H -1.08029 -0.29553 3.83210
H -2.09445 1.05784 3.19670
H -0.94869 1.15162 4.65020
H 0.52541 3.16340 3.15220
H -1.21215 2.96884 3.01799
H -0.40396 3.81974 0.80955
H -0.79183 2.33110 0.60954
H 1.76130 3.46162 1.20448
H 1.09655 4.06286 -1.01332
H 1.16407 2.33125 -1.26898
H 3.27748 3.04798 -1.91277
H 3.54885 2.59954 -0.19399
H 3.16707 6.42067 -1.29850
H 2.70281 5.09108 -2.37873
H 4.34765 5.17007 -2.08792
C 0.31214 -1.66950 2.30815
O 0.84282 -2.00192 1.09439
C 0.16532 -2.90085 0.21456
C 0.27538 -4.30935 0.91656
N -0.47000 -5.26903 0.11553
C 0.33594 -5.81530 -0.93223
C -0.56107 -6.73584 -1.67074
O 0.20659 -7.86247 -2.11487
C 1.17861 -7.53954 -3.15900
H 0.40123 -2.51985 3.00073
H -0.70415 -1.43725 2.13485
H 0.83105 -0.87370 2.76412
H 0.61868 -3.01519 -0.80178
H -0.84826 -2.62574 0.06806
H -0.22819 -4.23921 1.91818
H 1.39300 -4.48954 0.93110
H -1.29278 -4.92299 -0.28795
H 1.20321 -6.36404 -0.54035
H 0.85314 -5.05212 -1.52731
H -0.95769 -6.21675 -2.54131
H -1.34750 -7.10047 -1.09912
H 1.63196 -8.45169 -3.40927
H 1.93715 -6.77829 -2.81173
H 0.70269 -7.02173 -4.00146
C -0.25626 0.18400 -2.01936
O -0.64326 -0.21934 -0.74464
C -2.06675 -0.26977 -0.59674
C -2.81921 1.02446 -0.64908
N -3.11849 1.49930 0.72259
C -3.44239 2.93089 0.75489
C -4.56686 3.39973 -0.11919
O -4.81537 4.67271 0.24540
C -5.83575 5.29278 -0.59295
H -0.45472 -0.69768 -2.58236
H 0.82788 0.43712 -2.11259
H -0.75047 1.04813 -2.42374
H -2.07477 -0.59004 0.43528
H -2.40938 -1.00324 -1.34931
H -3.76204 1.09333 -1.19785
H -2.16748 1.73044 -1.13367
H -3.77389 0.89384 1.21314
H -2.58963 3.57329 0.50434
H -3.55068 3.22065 1.85230
H -5.54602 2.84557 -0.02459
H -4.07084 3.51307 -1.06943
H -5.88182 6.31683 -0.45660
H -6.76629 4.78237 -0.47507
H -5.51127 5.13825 -1.56932
C 3.75637 -0.24506 1.66075
C 3.67823 -0.43296 0.16062
C 3.67563 -1.84447 -0.40298
O 2.51573 0.24200 -0.26839
H 4.68949 -0.55164 2.01819
H 2.84399 -0.74071 2.18777
H 3.64156 0.81478 1.91115
H 4.57032 0.11417 -0.28244
H 4.19340 -2.46747 0.24902
H 4.06224 -1.89517 -1.37028
H 2.67835 -2.37971 -0.34841
H 2.65498 0.42479 -1.18794
*
```

Output
Gap between HOMO and LUMO: 8.705 eV
E_HOMO: -10.818 eV
Energy above the lowest of the compared OMol25 structures with the same formula, charge and spin: 48.7 kcal/mol

Entry 3:
Here is 5 unconnected molecules or ions with the total composition C21H55NO22P4S at a distorted geometry from OMol25. Energies are from ωB97M-V/def2-TZVPD.

Geometry as ORCA input:
```
! wB97M-V def2-TZVPD RIJCOSX def2/J DEFGRID3
* xyz 0 1
C 1.99909 1.72003 4.89597
C 1.28681 1.33267 3.55002
C 0.08546 2.26506 3.35154
O -0.56587 2.76418 4.52421
S -0.70893 4.38625 4.44153
O -2.05834 4.80699 4.51534
O 0.09269 4.87505 5.51051
O -0.05818 4.66979 2.98569
C 0.38032 3.43867 2.37544
O -0.46655 3.32331 1.26787
C 0.25904 3.16447 0.03548
C 0.43454 4.53478 -0.66201
N 1.54259 5.35850 -0.18870
C 2.84273 4.70715 -0.25891
C 3.15212 4.06586 -1.62017
C 2.78012 4.93553 -2.84329
O 4.56730 3.82907 -1.61086
H 2.20365 2.79893 4.87432
H 2.91044 1.13055 5.03634
H 1.31066 1.47995 5.71216
H 1.01453 0.27716 3.64907
H 2.04859 1.43839 2.76627
H -0.68565 1.68630 2.82216
H 1.45208 3.39296 2.15139
H -0.37271 2.54791 -0.64173
H 1.18751 2.59720 0.17629
H -0.48329 5.10360 -0.44874
H 0.43690 4.37953 -1.74940
H 1.36236 5.72255 0.73838
H 3.66579 5.38593 0.00491
H 2.90837 3.88819 0.49280
H 2.67098 3.07704 -1.68377
H 2.23843 4.32333 -3.57954
H 3.68337 5.31198 -3.34077
H 2.15237 5.79799 -2.59171
H 4.84906 3.55423 -2.49039
C 0.46456 -5.45665 0.50106
O 0.58573 -4.12917 1.01795
P 0.29137 -3.75552 2.62355
O 1.05193 -2.47501 2.68288
O 1.14770 -5.03718 3.14495
C 2.56810 -5.02680 3.00694
O -0.47292 -3.67187 4.12592
C -1.85063 -4.09082 4.17373
H -0.08239 -5.42530 -0.44057
H 1.46773 -5.83318 0.29472
H -0.03419 -6.13245 1.19351
H 2.92451 -4.16712 2.44075
H 2.87445 -5.93604 2.48797
H 3.02187 -5.02580 3.99733
H -1.94997 -5.13126 3.85409
H -2.46442 -3.45036 3.53609
H -2.19772 -4.00255 5.20035
C 6.47597 -4.35138 4.83978
O 6.10561 -4.64368 3.48960
P 7.22871 -4.75656 2.25413
O 6.41447 -5.56059 1.30050
O 8.24390 -5.67615 3.13590
C 7.89091 -7.02688 3.41328
O 8.48690 -4.31499 1.22655
C 8.97081 -2.96138 1.34148
H 5.79991 -3.59679 5.24034
H 6.35187 -5.26040 5.43115
H 7.50450 -4.00625 4.92773
H 6.88283 -7.26936 3.07700
H 7.95033 -7.18785 4.49166
H 8.60784 -7.68559 2.92463
H 9.33856 -2.76629 2.35186
H 8.17688 -2.25279 1.09620
H 9.78890 -2.83212 0.63725
C -4.86992 3.18606 -5.95417
O -3.72405 3.79259 -5.35558
P -2.67269 2.96815 -4.32900
O -1.52921 3.91141 -4.53645
O -2.63356 1.68299 -5.33663
C -2.03753 1.82700 -6.62029
O -1.88830 2.02352 -3.15802
C -2.67456 1.59814 -2.03003
H -5.72230 3.85824 -5.87558
H -4.65708 3.03706 -7.01497
H -5.11687 2.22966 -5.49872
H -1.75765 2.85860 -6.83372
H -2.75173 1.49296 -7.37545
H -1.15485 1.18980 -6.67186
H -3.53091 1.00264 -2.36005
H -3.02574 2.46967 -1.47211
H -2.04455 0.99098 -1.38316
C -8.71388 0.56971 -1.26722
O -8.02857 1.04209 -2.42985
P -7.36755 0.00714 -3.58825
O -7.38057 1.07402 -4.64177
O -8.72302 -0.90144 -3.61312
C -9.93866 -0.32289 -4.07752
O -6.61947 -1.12445 -4.61160
C -5.59906 -1.95637 -4.02495
H -8.36403 1.12167 -0.39570
H -9.77789 0.77850 -1.39156
H -8.57733 -0.49806 -1.10490
H -9.84162 0.74498 -4.27254
H -10.70885 -0.47342 -3.31861
H -10.24523 -0.83530 -4.98866
H -6.00526 -2.54100 -3.19548
H -4.76714 -1.34294 -3.67020
H -5.23332 -2.63668 -4.79024
*
```

Output
Gap between HOMO and LUMO: 6.195 eV
E_HOMO: -8.697 eV
Structure (SMILES): CC[C@H]1OS(=O)(=O)O[C@@H]1OCCNC[C@@H](C)O.COP(=O)(OC)OC.COP(=O)(OC)OC.COP(=O)(OC)OC.COP(=O)(OC)OC

> Look up the gap between HOMO and LUMO of the third one.

6.195 eV

> Number 1 is which compound?

C21H53BaN4O10